(1)
This record from the OMol25 dataset describes a cluster of 2 separate species, C9H16BNO3 in total in a non-equilibrium geometry. The level of theory is ωB97M-V with the def2-TZVPD basis set.

## Properties
energy relative to the best compared isomer or geometry (same formula, charge and spin): 49.7 kcal per mole
HOMO energy: -8.01 eV

Geometry as ORCA input:
```
! RIJCOSX wB97M-V def2-TZVPD def2/J DEFGRID3
* xyz 0 1
B -0.852 -0.480 0.175
C -3.238 -0.021 1.149
C -4.138 0.914 -0.493
C -3.065 -1.032 0.094
C 1.395 -0.857 0.324
C 1.104 0.544 -0.397
C 2.023 -1.924 -0.587
C 2.174 -0.630 1.678
C 1.736 0.802 -1.862
C 1.489 1.887 0.341
N -3.724 1.093 0.855
O 0.097 -1.396 0.623
O -0.313 0.566 -0.485
O -3.776 -0.427 -0.933
H -2.842 -0.217 2.259
H -5.237 1.036 -0.810
H -3.698 1.592 -1.205
H -3.183 -2.128 0.310
H 1.966 -2.868 -0.007
H 3.027 -1.636 -0.727
H 1.522 -2.065 -1.537
H 2.449 -1.658 2.140
H 1.407 -0.277 2.435
H 3.030 -0.015 1.738
H 2.745 0.398 -1.862
H 1.910 1.937 -1.956
H 1.081 0.300 -2.602
H 1.021 2.512 -0.408
H 2.537 1.998 0.303
H 1.351 2.052 1.447
*
```

---

(2)
This record from the OMol25 dataset describes a cluster of 3 separate species, C9H16F3N4O2S in total. The level of theory is ωB97M-V with the def2-TZVPD basis set.

## Properties
HOMO energy: -4.38 eV

Geometry as ORCA input:
```
! RIJCOSX wB97M-V def2-TZVPD def2/J DEFGRID3
* xyz -1 1
N 3.288 -0.121 0.586
N 4.566 0.197 -0.014
S 4.727 1.705 -0.318
O 5.981 1.969 -0.984
O 3.549 2.438 -0.752
C 5.007 2.535 1.362
F 5.862 3.573 1.285
F 3.859 3.018 1.899
F 5.511 1.682 2.277
H 2.889 0.660 1.098
H 2.636 -0.378 -0.149
C 0.268 -3.733 1.501
C 0.532 -2.326 2.023
C -0.452 -1.295 1.461
C -0.375 -1.213 0.003
N -0.309 -1.156 -1.142
H 0.390 -3.779 0.418
H 0.967 -4.444 1.943
H -0.746 -4.062 1.742
H 1.551 -2.020 1.773
H 0.453 -2.314 3.112
H -0.241 -0.303 1.863
H -1.483 -1.546 1.723
C -5.285 1.137 -2.519
C -3.851 1.596 -2.287
C -2.964 0.502 -1.685
C -3.446 0.054 -0.377
N -3.822 -0.293 0.652
H -5.767 0.861 -1.580
H -5.877 1.930 -2.978
H -5.315 0.269 -3.182
H -3.842 2.467 -1.628
H -3.401 1.907 -3.231
H -1.939 0.849 -1.557
H -2.920 -0.369 -2.341
*
```

---

(3)
This record from the OMol25 dataset describes a cluster of 2 separate species, C9H16N2 in total in a non-equilibrium geometry. The level of theory is ωB97M-V with the def2-TZVPD basis set.

## Properties
SMILES: C#CN(C)C(C)C.CCC#N
energy relative to the best compared isomer or geometry (same formula, charge and spin): 102.0 kcal per mole
HOMO energy: -8.32 eV

Geometry as ORCA input:
```
! RIJCOSX wB97M-V def2-TZVPD def2/J DEFGRID3
* xyz 0 1
C -1.015 0.879 2.236
C -0.277 -0.007 1.944
N 0.449 -1.021 1.489
C -0.055 -2.300 1.789
C 1.492 -0.576 0.590
C 1.320 -1.081 -0.859
C 2.832 -1.104 1.055
H -1.525 1.742 2.544
H -0.894 -2.633 1.076
H 0.698 -3.097 1.407
H -0.199 -2.275 2.908
H 1.269 0.520 0.620
H 0.542 -0.646 -1.363
H 2.203 -0.998 -1.572
H 0.972 -2.049 -0.828
H 3.222 -0.493 1.826
H 3.694 -1.279 0.250
H 2.686 -2.195 1.268
C -0.654 2.410 -1.158
C -1.983 1.569 -1.228
C -2.091 1.114 -2.646
N -2.334 0.865 -3.756
H -0.558 2.840 -0.094
H 0.215 1.844 -1.434
H -0.764 3.264 -1.900
H -1.814 0.686 -0.591
H -2.900 2.037 -0.879
*
```

---

(4)
This record from the OMol25 dataset describes an isolated molecule of C9H16N2O in a non-equilibrium geometry. The level of theory is ωB97M-V with the def2-TZVPD basis set.

## Properties
expectation value of S²: 2.011
energy relative to the best compared isomer or geometry (same formula, charge and spin): 68.1 kcal per mole
HOMO energy (spin up / spin down): -5.25 / -9.07 eV

Geometry as ORCA input:
```
! RIJCOSX wB97M-V def2-TZVPD def2/J DEFGRID3
* xyz 0 3
C 3.343 -0.945 -0.470
C 0.553 2.195 -0.679
C 0.312 2.301 0.849
C 1.002 -1.012 1.291
C -0.084 -1.964 0.759
C 0.458 1.021 0.090
C -1.601 -0.337 -0.130
C -2.787 0.523 0.324
C -1.457 -0.582 -1.618
N 2.515 0.008 -0.463
N 1.374 0.005 0.278
O -1.416 -1.377 0.713
H 4.173 -0.883 -1.166
H 3.364 -1.883 -0.024
H -0.249 2.487 -1.441
H 1.442 2.432 -1.166
H 1.202 2.518 1.516
H -0.732 2.562 1.249
H 0.589 -0.647 2.289
H 1.990 -1.718 1.533
H 0.096 -2.327 -0.315
H -0.332 -2.896 1.335
H -3.030 1.479 -0.350
H -2.565 0.812 1.270
H -3.783 -0.112 0.140
H -2.456 -0.946 -2.063
H -0.527 -1.115 -1.772
H -1.394 0.401 -1.978
*
```

---

(5)
This record from the OMol25 dataset describes a cluster of 2 separate species, C9H16N2O2 in total in a non-equilibrium geometry. The level of theory is ωB97M-V with the def2-TZVPD basis set.

## Properties
SMILES: O=c1cc[nH]c(=O)[nH]1.CCCCC
energy relative to the best compared isomer or geometry (same formula, charge and spin): 90.0 kcal per mole
HOMO energy: -9.35 eV

Geometry as ORCA input:
```
! RIJCOSX wB97M-V def2-TZVPD def2/J DEFGRID3
* xyz 0 1
O -1.620 2.939 -1.941
C -1.670 2.637 -0.732
C -1.344 3.551 0.329
C -1.486 3.435 1.645
N -1.772 2.314 2.140
C -1.854 1.212 1.257
O -1.880 0.108 1.706
N -1.932 1.486 -0.152
H -1.459 4.588 -0.097
H -1.450 4.221 2.372
H -1.566 2.165 3.087
H -2.270 0.569 -0.522
C -0.754 -1.922 1.023
C -0.133 -1.395 -0.266
C 1.256 -2.076 -0.442
C 2.035 -1.314 -1.442
C 3.490 -1.700 -1.674
H -0.690 -3.149 0.935
H -0.410 -1.714 2.109
H -1.754 -1.706 1.184
H 0.011 -0.276 -0.390
H -0.645 -1.662 -1.207
H 1.863 -2.246 0.523
H 1.042 -3.115 -0.759
H 1.924 -0.215 -1.047
H 1.634 -1.284 -2.381
H 3.410 -2.761 -1.839
H 3.849 -1.330 -2.638
H 4.175 -1.361 -0.778
*
```

---

(6)
This record from the OMol25 dataset describes an isolated molecule of C9H16N2O2S in a non-equilibrium geometry. The level of theory is ωB97M-V with the def2-TZVPD basis set.

## Properties
SMILES: CCOC(=O)[C@]1(/C(C)=N/C)[C@@H](C)N1S
energy relative to the best compared isomer or geometry (same formula, charge and spin): 41.5 kcal per mole
HOMO energy: -8.53 eV

Geometry as ORCA input:
```
! RIJCOSX wB97M-V def2-TZVPD def2/J DEFGRID3
* xyz 0 1
C 4.395 -0.273 0.165
C 3.129 -1.026 0.372
O 2.044 -0.266 -0.156
C 0.887 -0.884 0.038
O 0.790 -1.998 0.437
C -0.258 0.012 -0.201
C -1.613 -0.437 0.412
C -2.113 -1.757 -0.185
N -2.165 0.451 1.165
C -3.408 0.366 1.844
C -0.084 0.906 -1.361
C -1.207 1.254 -2.266
N -0.097 1.419 -0.095
S 0.962 2.328 0.836
H 4.345 0.882 0.229
H 5.247 -0.378 0.925
H 4.940 -0.460 -0.721
H 2.954 -1.136 1.432
H 3.033 -1.977 -0.144
H -1.759 -2.513 0.539
H -1.499 -1.762 -1.106
H -3.224 -1.643 -0.407
H -3.552 -0.669 2.183
H -3.495 1.058 2.673
H -4.272 0.625 1.173
H 0.901 0.847 -1.877
H -1.486 0.723 -3.249
H -1.160 2.395 -2.558
H -2.186 1.232 -1.741
H -0.047 2.680 1.644
*
```

---

(7)
This record from the OMol25 dataset describes a cluster of 2 separate species, C9H16N2O4 in total in a non-equilibrium geometry. The level of theory is ωB97M-V with the def2-TZVPD basis set.

## Properties
SMILES: C[C@@H]1COC=N[C@@H]1C(=O)O.C/C(O)=C/N
energy relative to the best compared isomer or geometry (same formula, charge and spin): 74.8 kcal per mole
HOMO energy: -8.38 eV

Geometry as ORCA input:
```
! RIJCOSX wB97M-V def2-TZVPD def2/J DEFGRID3
* xyz 0 1
C -1.877 -2.197 -0.295
C -0.996 -1.055 0.078
C -0.962 -1.001 1.630
O 0.103 -0.098 1.996
C 0.076 1.067 1.282
N -0.605 1.392 0.223
C -1.388 0.381 -0.416
C -2.867 0.760 -0.405
O -3.856 0.045 -0.393
O -2.979 2.096 -0.517
H -2.941 -2.067 -0.143
H -1.581 -3.195 0.290
H -1.724 -2.432 -1.320
H 0.049 -1.493 -0.340
H -1.931 -0.719 2.099
H -0.693 -2.017 2.109
H 0.540 1.866 1.676
H -1.227 0.444 -1.496
H -2.121 2.433 -0.178
C 2.679 -1.273 -0.321
C 2.257 0.102 -0.671
O 1.603 0.192 -1.886
C 2.399 1.170 0.099
N 1.993 2.390 -0.544
H 3.334 -1.704 -1.096
H 3.211 -1.350 0.608
H 1.677 -1.882 -0.252
H 1.706 1.122 -2.266
H 2.927 1.311 1.030
H 2.228 3.260 -0.046
H 0.967 2.454 -0.533
*
```

---

(8)
This record from the OMol25 dataset describes the ion C9H16N3 with charge +1 in a non-equilibrium geometry. The level of theory is ωB97M-V with the def2-TZVPD basis set.

## Properties
SMILES: C1=N[C@]23CCCC[C@@H]2[N@H+]1CCN3
energy relative to the best compared isomer or geometry (same formula, charge and spin): 103.4 kcal per mole
HOMO energy: -13.15 eV

Geometry as ORCA input:
```
! RIJCOSX wB97M-V def2-TZVPD def2/J DEFGRID3
* xyz 1 1
C -1.888 0.542 -0.591
N -0.928 0.861 -1.294
C 0.359 0.735 -0.435
C 1.481 0.238 -1.331
C 1.292 -1.166 -1.768
C 1.385 -2.110 -0.539
C 0.085 -1.930 0.204
C -0.184 -0.518 0.654
N -1.534 0.054 0.785
C -1.648 1.280 1.620
C -0.690 2.384 1.033
N 0.485 1.914 0.238
H -2.921 0.855 -0.669
H 2.325 0.192 -0.707
H 1.340 0.890 -2.217
H 2.170 -1.452 -2.357
H 0.348 -1.503 -2.300
H 1.597 -3.113 -0.905
H 2.430 -1.871 -0.128
H -0.628 -2.435 -0.396
H 0.191 -2.728 1.080
H 0.244 -0.312 1.719
H -2.161 -0.663 1.080
H -1.246 0.952 2.651
H -2.655 1.563 1.786
H -1.177 3.248 0.539
H -0.380 2.972 1.985
H 0.931 2.714 -0.114
*
```